Entry 1:
A single C13H13N3O4 molecule at a distorted geometry, computed with ωB97M-V with the def2-TZVPD basis set.

Atoms and positions in Å:
N -5.3079 -0.7464 -0.1901
O -0.8881 1.2585 1.9152
O 0.3120 -3.4376 1.2973
N -3.1103 -1.8537 0.1455
N -4.2425 -1.3098 -0.0512
O 0.3334 -0.3138 0.7525
O -0.5379 -2.5817 -3.2671
C 0.1480 0.8996 1.3327
C -0.0970 -2.6701 0.4326
C 3.1922 3.9350 0.9717
C 3.3333 2.7626 0.2478
C 2.0818 4.1289 1.7898
C 2.3452 1.7157 0.3789
C 1.0838 3.1672 1.8460
C 1.2026 1.9270 1.2032
C 0.1825 -2.9482 -1.0233
C -1.4387 -1.0491 -1.5770
C -0.6933 -1.2959 0.8393
C -0.9914 -2.5000 -1.9239
C -1.9163 -0.9698 -0.1121
H -1.2763 -2.5216 -3.8977
H 3.9888 4.6552 0.8722
H 4.1016 2.6107 -0.4823
H 1.9814 5.0361 2.3673
H 2.4783 0.7695 -0.1659
H 0.2130 3.3292 2.5215
H 0.4276 -4.0116 -1.1856
H 1.0506 -2.3727 -1.3082
H -2.2530 -0.7695 -2.2327
H -0.6166 -0.3204 -1.6700
H -1.0512 -1.3652 1.8826
H -1.8064 -3.1984 -1.8149
H -2.2296 0.0404 0.1060

Cartesian forces, eV/Å:
7.165 -4.186 0.892
1.619 -1.880 -1.185
-1.031 1.095 -1.022
-1.971 0.661 -0.281
-3.685 3.344 -0.396
0.453 0.618 -0.278
0.084 0.056 -0.479
-2.932 1.567 1.422
1.909 -0.674 1.460
0.205 -0.497 -0.278
-2.237 -1.702 0.250
-0.072 -0.280 -0.334
0.340 1.251 0.363
-0.772 -0.183 1.258
2.395 -0.309 -1.557
-1.247 -0.213 -0.497
0.072 -0.959 0.778
-2.059 -0.840 0.328
0.668 0.823 -0.144
0.158 0.509 -0.233
0.302 -0.012 0.553
-0.100 0.367 0.161
0.542 0.052 0.008
-0.035 0.043 -0.004
-0.130 0.538 0.307
0.721 -0.153 -0.770
-0.183 0.465 0.251
0.401 0.378 -0.075
-0.160 0.216 -0.236
-0.158 -0.405 -0.273
0.200 -0.016 -0.479
-0.516 -0.098 0.373
0.055 0.424 0.118

Values from the calculation:
E_HOMO (eV): -9.80
Orbital gap (eV): 9.8
Energy above the lowest of the compared OMol25 structures with the same formula, charge and spin (kJ/mol): 31.76
2S+1: 1

---

Entry 2:
A single C13H13NO molecule at a distorted geometry, computed with ωB97M-V with the def2-TZVPD basis set.

Atoms and positions in Å:
C 3.3576 -0.8747 1.5408
C 3.1484 0.1966 0.6883
C 2.2592 -1.6772 1.9119
C 1.9371 0.3882 0.0513
C 1.1087 -1.5556 1.2081
C 0.8691 -0.5279 0.3000
C -0.4460 0.1534 -1.8657
C -1.5035 1.5364 0.0940
C -1.7872 -0.6303 -2.1049
C -2.7182 -0.5238 0.2910
C -1.6316 -1.1917 -0.5712
C -0.3435 -0.4038 -0.5169
C -0.8078 2.7617 -0.2189
N -2.5067 0.9433 0.4780
O 0.2557 0.9140 -2.6224
H 4.3058 -1.0570 2.0020
H 4.0472 0.8938 0.6277
H 2.3866 -2.4410 2.6199
H 1.7864 1.3726 -0.3228
H 0.2292 -2.1385 1.3334
H -2.6542 -0.0360 -2.4182
H -1.4995 -1.5688 -2.6561
H -3.7687 -0.6923 -0.1760
H -2.7804 -0.8621 1.3685
H -1.4860 -2.2596 -0.1707
H -1.5339 3.6333 -0.4268
H -0.1284 2.5668 -1.1073
H -0.0952 3.0803 0.6627

Cartesian forces, eV/Å:
-1.341 -0.520 0.648
1.923 0.407 0.316
1.890 0.622 -1.146
-0.402 -0.264 1.601
-1.909 0.951 -0.821
1.433 1.047 -1.150
1.186 0.891 -1.488
-0.926 -3.270 -0.213
1.936 -1.942 0.779
-1.857 0.367 1.489
0.534 1.656 0.551
0.200 1.711 -0.095
1.356 2.051 0.764
0.947 0.553 -1.176
-2.382 -2.247 2.661
0.407 0.121 0.200
-1.576 -0.677 -0.436
0.104 -0.918 0.882
-0.346 0.231 -1.143
-0.315 -1.029 0.674
0.007 -0.684 0.058
-0.789 1.315 -0.495
1.717 0.435 0.859
0.109 -0.151 -1.222
-0.632 1.212 -1.508
1.088 -1.440 0.266
-0.893 0.251 0.718
-1.471 -0.679 -1.574

Values from the calculation:
E_HOMO (eV): -7.54
Orbital gap (eV): 7.7
Energy above the lowest of the compared OMol25 structures with the same formula, charge and spin (kJ/mol): 498.93
2S+1: 1

---

Entry 3:
A single C13H13NO4S molecule at a distorted geometry, computed with ωB97M-V with the def2-TZVPD basis set.

Atoms and positions in Å:
C -1.3183 -0.5261 -3.8568
C -1.0237 0.1317 -2.5518
C -1.9298 0.9758 -1.9204
C -1.6306 1.5605 -0.7013
C -0.4145 1.3246 -0.0756
C -0.0781 1.9278 1.2620
C 0.2797 0.8467 2.2452
C 1.5366 0.7761 2.8375
N 1.8895 -0.1737 3.6834
C 1.0135 -1.1105 3.9872
C -0.2761 -1.1435 3.4585
O -1.1783 -2.1040 3.7751
C -0.6413 -0.1390 2.5682
C 0.5006 0.4837 -0.7026
C 0.1902 -0.0910 -1.9136
S 1.3451 -1.1869 -2.7151
O 0.8339 -2.5183 -2.6982
O 1.7792 -0.6311 -3.9652
O 2.6298 -1.1224 -1.7307
H -1.2646 -1.6077 -3.7428
H -2.3036 -0.2476 -4.2223
H -0.5646 -0.2469 -4.5910
H -2.8838 1.1725 -2.3867
H -2.3564 2.2082 -0.2309
H -0.9340 2.4952 1.6340
H 0.7656 2.6140 1.1555
H 2.2966 1.5168 2.6264
H 1.3519 -1.8706 4.6822
H -0.7843 -2.7417 4.3832
H -1.6315 -0.1454 2.1390
H 1.4493 0.2671 -0.2378
H 3.3520 -0.6943 -2.1943

Cartesian forces, eV/Å:
-0.183 -0.028 -0.206
-0.278 0.096 -0.059
0.194 -0.174 -0.113
0.181 -0.009 0.098
-0.104 0.053 -0.232
0.063 -0.086 0.026
0.074 -0.081 0.289
-0.157 0.262 -0.233
0.341 -0.118 0.204
-0.225 -0.169 0.030
0.234 0.397 -0.181
-0.120 -0.149 0.055
0.117 -0.284 0.301
0.014 0.147 0.203
0.456 -0.259 -0.034
0.703 0.037 -0.036
0.062 0.164 0.341
-0.041 0.155 0.160
-1.035 -0.402 0.067
-0.117 -0.059 -0.098
-0.022 -0.013 -0.025
-0.088 0.013 -0.129
-0.077 -0.012 -0.086
-0.063 0.072 0.069
0.059 0.060 -0.038
-0.058 0.048 0.057
0.002 0.156 -0.116
-0.076 -0.145 0.075
-0.013 0.090 -0.069
-0.145 -0.014 -0.080
0.078 0.002 0.101
0.227 0.248 -0.339

Values from the calculation:
E_HOMO (eV): -9.09
Orbital gap (eV): 9.6
Energy above the lowest of the compared OMol25 structures with the same formula, charge and spin (kJ/mol): 184.44
Structure (SMILES): Cc1ccc(Cc2cncc(O)c2)cc1S(=O)(=O)O
2S+1: 1

---

Entry 4:
A molecular structure, C13H13NaO at a distorted geometry, computed with ωB97M-V with the def2-TZVPD basis set.

Atoms and positions in Å:
C -2.0157 -4.0998 -2.0022
C -1.0651 -2.9268 -1.8855
C -1.6539 -1.6201 -1.5676
C -0.8466 -0.5541 -1.3147
O 0.1556 -3.0615 -2.0312
H -3.0591 -3.8048 -1.8870
H -1.8766 -4.6086 -2.9616
H -1.7783 -4.8231 -1.2169
H -2.7474 -1.5466 -1.4968
H -1.3230 0.4343 -1.2683
H 0.2342 -0.6270 -1.4759
C -1.1486 1.4929 1.7821
Na 3.7445 0.5868 2.2686
C -1.1860 0.1407 1.3898
C 0.0227 -0.1817 0.7042
C 0.8727 0.9921 0.7104
C 0.1550 2.0196 1.4246
C 0.8100 3.2214 1.6788
C 2.1164 3.3960 1.2343
C 2.7512 2.4728 0.3879
C 2.0934 1.2707 0.0724
H -1.9160 2.0429 2.3216
H -2.0204 -0.5499 1.5149
H 0.4430 -1.1769 0.4896
H 0.3276 3.9722 2.3141
H 2.6782 4.2830 1.5345
H 3.7319 2.7011 -0.0655
H 2.5003 0.5546 -0.6545

Cartesian forces, eV/Å:
0.120 -0.244 -0.096
0.675 0.630 0.165
0.105 -0.252 0.223
-0.633 0.435 -1.495
-0.920 -0.301 0.132
0.079 0.027 -0.073
0.000 0.098 0.122
0.038 0.051 -0.056
0.536 0.047 0.019
0.560 -0.376 0.081
-0.773 0.072 -0.431
0.762 -0.238 -0.086
-0.723 0.381 -0.506
0.836 0.761 -0.010
0.953 -0.185 1.047
-1.097 -1.130 -0.041
-0.996 -0.463 0.016
0.231 0.152 0.493
0.209 0.722 0.402
0.401 -0.723 -0.362
0.451 -0.149 0.411
0.159 -0.164 -0.173
0.264 0.252 0.038
-0.564 0.521 0.217
0.231 -0.117 -0.336
-0.282 -0.075 -0.193
-0.620 -0.005 0.193
-0.003 0.274 0.300

Values from the calculation:
E_HOMO (eV): -5.82
Orbital gap (eV): 4.0
Energy above the lowest of the compared OMol25 structures with the same formula, charge and spin (kJ/mol): 109.11
2S+1: 1

---

Entry 5:
A molecular structure, C13H14AuCl2N2O2 at a distorted geometry, computed with ωB97M-V with the def2-TZVPD basis set.

Atoms and positions in Å:
Au -0.2588 0.1032 -0.1707
C -0.6408 -1.1450 -4.2257
C -0.0254 -0.7739 -2.9120
O -0.8743 -0.4595 -1.9856
C 1.3467 -0.7718 -2.8106
C 2.1757 -0.4230 -1.7329
C 3.6629 -0.4950 -1.8591
N 1.7026 -0.0224 -0.5753
N 2.5266 0.3095 0.4625
C 1.8821 0.6447 1.5258
O 0.5666 0.6293 1.5954
C 2.6531 1.0525 2.7064
C 1.9768 1.5115 3.8366
C 2.6923 1.8994 4.9558
C 4.0781 1.8257 4.9511
C 4.7542 1.3666 3.8278
C 4.0467 0.9817 2.7037
H -1.6114 -1.6087 -4.0638
H 0.0047 -1.8010 -4.8017
H -0.7981 -0.2287 -4.7998
H 1.8596 -1.0839 -3.7072
H 3.9444 -0.8352 -2.8506
H 4.0644 -1.1752 -1.1079
H 4.0992 0.4853 -1.6679
H 0.8971 1.5626 3.8268
H 2.1714 2.2595 5.8324
H 4.6355 2.1281 5.8277
H 5.8341 1.3099 3.8304
H 4.5634 0.6246 1.8245
Cl -2.2033 -2.2814 0.7503
C -3.3913 -1.0163 0.9888
Cl -2.7180 0.6106 0.5804
H -3.6772 -0.9820 2.0330
H -4.2354 -1.1806 0.3304

Cartesian forces, eV/Å:
1.224 0.167 0.072
-0.319 0.178 0.084
0.353 -0.043 0.013
-0.216 0.205 0.600
0.241 -0.201 -0.404
-0.567 0.031 0.126
0.135 0.012 -0.050
-0.623 -0.005 0.033
-0.321 0.000 0.045
0.663 -0.141 -0.394
-0.950 -0.054 -0.404
-0.243 0.128 0.451
0.041 -0.049 -0.110
0.055 0.010 0.024
-0.011 0.020 0.048
-0.045 0.005 -0.017
-0.044 -0.002 -0.003
0.011 -0.037 -0.038
0.021 -0.024 0.048
-0.037 -0.020 -0.008
0.086 0.021 0.042
-0.046 -0.002 -0.016
-0.026 0.013 0.016
-0.023 -0.003 0.019
-0.002 0.004 0.018
-0.004 -0.002 0.000
0.000 -0.002 0.000
0.002 0.000 -0.006
0.008 -0.008 -0.005
-0.049 0.016 0.028
0.035 -0.220 0.021
0.638 -0.137 -0.208
0.005 0.074 -0.004
0.008 0.066 -0.020

Values from the calculation:
E_HOMO (eV): -11.47
Orbital gap (eV): 5.8
Net charge: +1
2S+1: 1

---

Entry 6:
A molecular structure, C13H14Br2KN3S2Te at a distorted geometry, computed with ωB97M-V with the def2-TZVPD basis set.

Atoms and positions in Å:
K -0.3681 -0.2228 -0.8999
Br 2.3321 0.6740 0.1168
C 3.0793 -1.5499 0.0987
Br 1.4847 -2.6270 0.2142
H 3.7068 -1.7688 0.9546
H 3.5679 -1.7625 -0.8452
Te 0.7482 2.8904 0.1333
C 1.6099 4.8130 0.0436
C 0.9284 5.9863 0.1858
C 1.7523 7.1384 0.0548
C 3.0520 6.8234 -0.1807
S 3.2815 5.1209 -0.2507
H -0.1352 6.0213 0.3784
H 1.3842 8.1515 0.1342
H 3.8908 7.4872 -0.3162
N -1.9874 1.6156 -0.0087
C -2.9537 2.2359 0.0388
C -4.1270 3.0392 0.0466
C -4.6688 3.5121 1.2431
C -5.8329 4.2582 1.2157
C -6.4571 4.5373 0.0080
C -5.9078 4.0853 -1.1841
C -4.7452 3.3377 -1.1715
H -4.1732 3.2982 2.1805
H -6.2565 4.6262 2.1405
H -7.3749 5.1099 -0.0049
H -6.3878 4.3156 -2.1255
H -4.3064 2.9790 -2.0924
N -1.6045 -3.1025 2.0155
C -2.3264 -2.0356 1.6327
N -2.5925 -1.1080 2.5709
S -2.9115 -1.8835 0.0745
H -1.0918 -3.1082 2.8824
H -1.2786 -3.7188 1.2924
H -2.3793 -1.2652 3.5417
H -3.2510 -0.3892 2.3331

Cartesian forces, eV/Å:
-0.118 -0.237 -0.301
1.190 -1.583 0.160
-0.051 1.255 -0.052
-0.112 -0.338 0.037
-0.062 0.019 0.045
-0.039 -0.034 -0.009
-0.277 1.235 0.107
0.387 -0.264 -0.109
-0.091 -0.039 0.019
-0.007 0.024 0.005
0.203 -0.074 -0.043
-0.305 0.078 0.051
0.010 0.021 0.000
0.026 0.014 0.005
-0.032 0.039 0.009
-0.812 -0.071 0.164
0.472 -0.170 -0.022
-0.556 0.332 -0.082
0.138 -0.094 -0.061
-0.063 0.049 0.017
0.015 -0.006 -0.009
-0.042 0.032 0.004
0.109 -0.078 0.107
0.008 -0.018 -0.006
0.008 -0.012 0.005
0.013 0.024 0.003
0.000 -0.008 0.001
-0.010 -0.009 -0.004
0.144 0.015 0.149
-0.122 -0.001 0.118
0.079 -0.178 0.092
-0.105 -0.065 -0.299
-0.003 0.047 -0.009
-0.048 -0.010 -0.040
0.005 0.038 -0.010
0.048 0.069 -0.040

Values from the calculation:
E_HOMO (eV): -6.19
Orbital gap (eV): 6.1
Energy above the lowest of the compared OMol25 structures with the same formula, charge and spin (kJ/mol): 164.44
2S+1: 1

---

Entry 7:
7 unconnected molecules or ions with the total composition C13H14Cl24INO2, computed with ωB97M-V with the def2-TZVPD basis set.

Atoms and positions in Å:
C -0.0141 -0.6557 1.1789
C -0.2713 0.8597 1.1225
C -0.0370 1.6681 2.4059
I -1.0724 0.8070 4.0735
C 1.4540 2.0052 2.6454
C 2.1827 1.4198 3.8547
N 2.3898 -0.0082 3.8648
C 3.2516 -0.5514 2.8291
O 1.5537 3.4549 2.8031
C 2.1629 4.0972 1.7811
O 1.7732 4.0760 0.6477
H 0.6010 -0.9289 2.0400
H -0.9510 -1.2046 1.2656
H 0.5376 -0.9609 0.2902
H -1.3188 1.0217 0.8447
H 0.3220 1.3302 0.3288
H -0.5304 2.6290 2.2614
H 1.9710 1.7509 1.7153
H 1.6718 1.7294 4.7713
H 3.1682 1.9030 3.8866
H 1.5339 -0.5279 3.9832
H 4.3002 -0.5103 3.1421
H 3.1660 -0.0454 1.8577
H 3.0070 -1.6034 2.6604
H 3.0557 4.6536 2.1003
Cl -2.2105 -1.7148 -4.0498
C -1.1272 -2.2301 -2.7609
Cl 0.0348 -0.9331 -2.4513
Cl -2.0580 -2.5573 -1.2921
Cl -0.2579 -3.6903 -3.2235
Cl 1.1917 9.2341 -0.4415
C 1.0351 8.3328 1.0686
Cl 2.6456 7.8773 1.6455
Cl 0.2488 9.3476 2.2820
Cl 0.0751 6.8815 0.7948
Cl 3.4956 -5.9898 0.4457
C 2.0015 -6.1768 -0.4760
Cl 1.1557 -7.6327 0.0467
Cl 0.9610 -4.7752 -0.2081
Cl 2.3832 -6.2989 -2.1982
Cl -3.2928 -0.6305 -7.0007
C -5.0582 -0.6161 -6.8838
Cl -5.5976 -2.0732 -6.0459
Cl -5.5661 0.8098 -5.9757
Cl -5.7543 -0.5693 -8.5039
Cl 0.9898 2.3415 -4.9599
C -0.6275 2.8441 -4.4557
Cl -0.9822 4.4424 -5.1173
Cl -1.8124 1.6793 -5.0547
Cl -0.6952 2.9095 -2.6909
Cl -3.5017 -7.3028 3.5239
C -3.0178 -7.4415 1.8315
Cl -4.4173 -7.1579 0.7925
Cl -1.7652 -6.2535 1.4719
Cl -2.3833 -9.0650 1.5323

Cartesian forces, eV/Å:
0.392 0.320 0.180
-0.564 -0.133 0.130
0.362 0.159 -0.606
-0.113 0.008 0.064
-0.658 0.214 -0.045
0.382 0.013 0.127
-0.092 -0.029 -0.022
0.038 -0.138 0.000
0.754 -0.218 0.196
-0.384 0.122 -0.392
0.292 -0.253 0.225
-0.033 0.048 -0.048
0.122 -0.062 -0.103
-0.232 -0.218 0.020
0.127 -0.024 -0.069
0.021 -0.001 0.155
0.019 -0.109 0.196
0.021 -0.060 0.130
-0.044 -0.068 -0.145
-0.103 -0.032 -0.036
-0.038 0.066 -0.039
-0.057 0.080 -0.063
-0.012 -0.026 0.034
0.029 0.102 0.062
-0.201 0.164 0.101
-0.036 -0.179 0.000
0.035 0.082 0.083
0.035 0.057 -0.036
-0.023 0.006 0.005
-0.052 -0.002 -0.213
0.000 0.002 -0.002
-0.025 0.004 -0.005
0.011 -0.010 0.004
0.000 0.003 0.003
-0.011 0.029 0.000
-0.005 -0.003 -0.003
-0.028 -0.015 0.001
0.075 -0.065 -0.026
0.037 0.061 0.129
-0.001 0.007 0.000
-0.025 -0.022 -0.109
-0.013 0.009 0.018
0.001 -0.003 0.004
0.001 0.005 0.006
0.003 0.000 0.007
0.011 -0.005 0.002
-0.003 -0.023 0.040
0.001 -0.003 0.000
0.028 0.095 0.024
0.006 -0.002 0.004
0.001 -0.001 -0.001
0.000 0.002 0.003
-0.002 0.001 -0.002
-0.054 0.054 0.016
0.003 -0.010 -0.002

Values from the calculation:
E_HOMO (eV): -8.89
Orbital gap (eV): 9.0
Structure (SMILES): CC[C@@H](I)[C@H](CNC)OC=O.ClC(Cl)(Cl)Cl.ClC(Cl)(Cl)Cl.ClC(Cl)(Cl)Cl.ClC(Cl)(Cl)Cl.ClC(Cl)(Cl)Cl.ClC(Cl)(Cl)Cl
2S+1: 1

---

> Among the records above, which one has the lowest E_HOMO?

C13H14AuCl2N2O2